(1)
A molecular structure, C4H8NO, computed with wB97M-V/def2-TZVPD.

Results
Energy above the lowest of the compared OMol25 structures with the same formula, charge and spin ... 82.1 kcal per mole
Total energy ... -286.8116 a.u.
Charge ... +1
Multiplicity ... 1
Kohn-Sham gap ... 11.06 eV

Last column: Löwdin charge in e.
Positions of all 14 atoms, in Å:
C1 0.435 -0.260 1.269  -0.020
C2 0.484 -0.318 -1.165  0.026
C3 -0.822 -0.050 0.529  -0.148
C4 0.460 0.591 0.081  -0.420
N1 -0.893 -0.827 -0.729  0.111
O1 1.013 1.880 -0.048  0.067
H1 0.407 0.388 2.155  0.148
H2 0.924 -1.113 1.430  0.087
H3 0.252 0.312 -2.096  0.161
H4 1.245 -1.146 -1.501  0.184
H5 -1.886 0.282 1.395  0.281
H6 -1.542 -0.342 -1.423  0.216
H7 -1.098 -1.801 -0.679  0.171
H8 1.020 2.406 0.781  0.137

=====

(2)
A gas-phase ion, C4H8NO (charge +1), computed with wB97M-V/def2-TZVPD.

Results
Energy above the lowest of the compared OMol25 structures with the same formula, charge and spin ... 77.6 kcal per mole
Total energy ... -286.8187 a.u.
Charge ... +1
Multiplicity ... 1
Kohn-Sham gap ... 10.49 eV
SMILES string ... C[N@@+]12C[C@@H]1[C@H]2O

Last column: Löwdin charge in e.
Positions of all 14 atoms, in Å:
C1 0.469 1.401 0.188  -0.067
C2 0.384 0.369 1.301  0.172
C3 0.929 -0.737 0.471  -0.234
C4 -1.201 -0.016 -1.001  -0.030
N1 0.022 0.204 -0.394  -0.073
O1 0.365 -1.972 0.541  0.092
H1 -0.291 2.301 0.154  0.187
H2 1.397 1.781 -0.170  0.120
H3 -0.351 0.243 2.012  0.131
H4 2.008 -0.582 0.360  0.179
H5 -1.100 -0.535 -2.096  0.176
H6 -1.924 -0.671 -0.603  0.087
H7 -1.654 0.960 -1.161  0.107
H8 0.945 -2.745 0.400  0.154

=====

(3)
A gas-phase ion, C4H8NO (charge +1), computed with wB97M-V/def2-TZVPD.

Results
Energy above the lowest of the compared OMol25 structures with the same formula, charge and spin ... 113.7 kcal per mole
Total energy ... -286.7613 a.u.
Charge ... +1
Multiplicity ... 1
Kohn-Sham gap ... 9.00 eV
SMILES string ... CC(C)C=[N+]=O

Last column: Löwdin charge in e.
Positions of all 14 atoms, in Å:
C1 -1.040 -0.363 -0.551  0.047
C2 0.558 1.453 -0.135  -0.026
C3 1.066 -1.027 0.129  0.000
C4 0.047 0.109 0.332  -0.344
N1 -2.221 -0.438 -0.045  0.101
O1 -3.221 -0.603 0.498  0.340
H1 -0.855 -0.746 -1.480  0.158
H2 1.198 1.413 -0.987  0.084
H3 1.254 1.860 0.771  0.168
H4 -0.268 2.089 -0.181  0.063
H5 0.672 -1.878 -0.227  0.055
H6 1.857 -0.700 -0.499  0.099
H7 1.472 -1.215 1.045  0.075
H8 -0.520 0.046 1.331  0.181